[1]
Density functional theory data (wB97M-V/def2-TZVPD) for a 12-piece molecular cluster, C33H78N12O12 overall in a non-equilibrium geometry.

Structure (XYZ):
```
135
Properties=species:S:1:pos:R:3:forces:R:3
C 11.40218 -13.84376 -7.23486 0.611 -0.090 -0.870
N 11.71893 -13.26243 -5.95785 -0.277 -0.268 0.316
C 12.13460 -13.90965 -4.83782 -0.472 1.151 0.076
C 12.73704 -15.26518 -4.93087 0.746 -0.540 0.188
O 12.07784 -13.31939 -3.75724 0.281 -0.332 -0.267
H 10.84480 -13.13140 -7.84134 0.111 0.156 0.132
H 10.78316 -14.74256 -7.22759 0.128 -0.030 0.482
H 12.33901 -14.05931 -7.76279 -0.269 -0.163 -0.204
H 11.52273 -12.28486 -5.82587 -0.226 -0.025 0.195
H 13.65900 -15.17067 -4.35058 -0.054 -0.252 0.118
H 13.03978 -15.64172 -5.90691 -0.396 0.247 -0.197
H 12.13580 -16.01436 -4.41809 -0.120 0.079 -0.004
C 18.04422 -21.80143 0.35475 -0.402 0.631 -1.057
N 18.46756 -22.86528 -0.53396 -0.075 0.600 -0.017
C 18.99512 -24.00170 -0.06099 -0.575 -1.811 0.861
C 19.35743 -25.05797 -1.08403 0.481 0.457 -1.103
O 19.09512 -24.24734 1.13890 0.373 0.575 -0.405
H 18.88112 -21.14108 0.58757 0.036 -0.208 0.562
H 17.47447 -22.13830 1.21442 0.325 -0.121 0.195
H 17.36958 -21.17413 -0.23796 -0.106 -0.007 0.150
H 18.11263 -22.84147 -1.47752 0.116 -0.348 -0.090
H 19.56359 -26.03142 -0.65514 -0.085 0.123 0.321
H 20.24938 -24.72311 -1.62908 0.154 -0.075 0.268
H 18.64132 -25.16103 -1.90368 -0.360 0.078 0.329
C 14.99374 -22.09359 -4.83481 -0.441 0.942 -0.539
N 16.24842 -21.43486 -4.47573 -0.153 -0.999 -0.170
C 17.26141 -22.03123 -3.81319 0.231 -0.705 -0.161
C 18.49909 -21.21784 -3.61828 0.223 0.819 0.555
O 17.20196 -23.17023 -3.36094 -0.235 0.366 -0.108
H 14.87476 -22.13837 -5.92085 0.164 0.248 -0.048
H 14.23761 -21.41111 -4.44407 -0.508 -0.503 -0.055
H 14.81787 -23.11826 -4.52718 0.599 0.144 0.761
H 16.37631 -20.52464 -4.87612 0.208 0.043 0.050
H 18.49573 -20.25092 -4.12625 -0.077 -0.211 -0.115
H 19.41515 -21.75100 -3.85746 -0.167 -0.258 -0.173
H 18.53988 -21.00509 -2.54540 0.127 0.138 -0.046
C 12.22444 -16.46965 -0.32334 -0.999 -0.923 0.570
N 11.40748 -17.07805 0.73691 0.278 0.062 -0.214
C 11.43292 -16.53907 1.96882 -0.694 0.112 -0.232
C 10.51650 -17.20217 2.98757 1.153 -0.058 -0.144
O 12.12773 -15.56847 2.25344 -0.020 0.064 0.066
H 12.04851 -15.39883 -0.28882 0.572 0.135 0.117
H 11.84343 -16.80649 -1.28686 0.130 -0.209 -0.012
H 13.24499 -16.81003 -0.17797 0.307 0.552 -0.328
H 10.97869 -17.99536 0.60984 -0.119 0.601 -0.267
H 9.80745 -16.49053 3.39811 0.063 0.090 0.035
H 11.25762 -17.48589 3.74123 -0.551 -0.178 0.431
H 10.01725 -18.08706 2.60224 -0.038 0.010 0.000
C 20.26329 -17.96060 -4.65155 0.380 0.533 -0.024
N 19.62814 -18.01694 -3.33996 0.687 -0.204 -0.797
C 18.31214 -17.95716 -3.08148 -0.142 0.407 1.090
C 17.38844 -17.41016 -4.14119 0.021 0.095 0.608
O 17.90017 -18.23572 -1.94473 0.133 0.036 -0.806
H 20.15271 -16.98254 -5.12200 -0.343 -0.080 -0.073
H 19.95188 -18.75403 -5.32994 -0.158 0.017 0.014
H 21.34138 -18.04344 -4.51663 -0.068 -0.236 0.154
H 20.24262 -18.35829 -2.61790 -0.420 -0.059 0.382
H 16.70495 -16.71922 -3.64099 0.014 -0.060 0.086
H 16.75824 -18.22324 -4.50189 0.150 0.065 -0.407
H 17.93213 -16.85927 -4.90253 -0.176 -0.307 -0.334
C 19.77831 -14.85724 -1.18444 -0.829 -0.775 -0.027
N 19.10800 -15.95922 -0.47585 1.176 1.001 0.809
C 19.66401 -16.38092 0.70199 -0.011 -1.589 -1.019
C 19.01130 -17.61044 1.29078 -1.181 -0.237 0.970
O 20.67336 -15.91848 1.19725 -0.251 0.500 0.138
H 20.61685 -14.48401 -0.60979 -0.023 -0.137 0.252
H 19.04500 -14.06022 -1.30845 0.242 0.140 -0.465
H 20.16192 -15.26751 -2.12107 -0.113 0.466 -0.223
H 18.47774 -16.57253 -0.96786 -0.047 -0.038 0.141
H 18.27822 -18.19794 0.72916 0.401 0.337 -0.773
H 18.36126 -17.27247 2.11071 0.432 0.096 0.243
H 19.73642 -18.31245 1.69628 0.209 0.266 0.035
C 14.70959 -17.37702 2.65150 -1.806 0.001 0.255
N 15.75476 -18.00660 3.41909 0.393 -0.108 -0.280
C 16.27302 -19.20987 3.07875 1.070 -0.092 0.154
C 17.43382 -19.76330 3.91991 -0.788 0.572 -0.489
O 15.95109 -19.82952 2.07568 -0.425 0.055 -0.162
H 14.82830 -16.34675 2.31421 0.787 -0.157 -0.005
H 13.78374 -17.31012 3.23913 0.229 -0.050 0.183
H 14.41108 -18.01175 1.81793 0.417 0.026 -0.121
H 16.19970 -17.50951 4.16972 -0.147 0.017 0.131
H 17.49497 -20.80919 3.63966 0.194 -0.088 0.269
H 17.31233 -19.61429 4.99091 0.017 -0.065 0.014
H 18.32528 -19.23834 3.57275 0.117 -0.116 0.145
C 14.24776 -22.79660 -1.36341 0.770 -0.483 -0.335
N 12.87422 -22.90861 -0.96466 -1.577 0.068 0.299
C 12.14083 -24.05546 -1.05626 1.003 -1.248 -1.262
C 10.69857 -24.09202 -0.64099 -0.759 1.418 0.742
O 12.63874 -25.06927 -1.53452 -0.089 -0.006 0.282
H 14.42306 -22.00522 -2.09189 -0.168 0.320 0.258
H 14.58399 -23.70106 -1.87073 -0.439 -0.184 0.044
H 14.93697 -22.70403 -0.52247 -0.167 0.382 0.144
H 12.31462 -22.10154 -0.73872 0.682 0.323 0.314
H 10.00540 -24.39938 -1.42115 0.463 -0.321 -0.299
H 10.32926 -23.11021 -0.31664 0.184 0.027 0.070
H 10.53980 -24.72794 0.22755 0.297 -0.183 -0.076
C 6.95905 -19.94739 -0.30115 0.501 -1.553 1.086
N 8.07849 -20.20027 -1.19600 -0.597 0.248 -0.252
C 9.32445 -19.72328 -0.97905 -0.441 0.034 0.223
C 10.37770 -20.03232 -1.99836 0.586 -0.455 -0.488
O 9.55260 -19.08797 0.04392 0.018 0.149 -0.354
H 6.60806 -18.92699 -0.18786 0.077 0.077 -0.563
H 7.21812 -20.30582 0.70405 0.090 0.330 0.017
H 6.21307 -20.67715 -0.61615 -0.509 0.633 -0.096
H 7.89605 -20.98329 -1.79737 0.544 0.215 -0.493
H 11.01040 -19.18257 -2.24790 -0.144 0.236 0.468
H 10.04352 -20.42090 -2.96167 -0.472 -0.095 0.222
H 11.04448 -20.78160 -1.56785 0.057 0.105 0.015
C 13.94795 -18.85121 -2.53093 -0.075 -1.019 -0.821
C 14.24267 -19.23804 -1.07490 -0.162 1.079 -0.614
N 15.47511 -18.94688 -0.66288 0.115 -0.081 0.537
O 13.40468 -19.72327 -0.31565 -0.325 -0.024 -0.418
H 13.22355 -19.55081 -2.95897 -0.048 -0.066 0.236
H 14.83612 -18.95666 -3.16143 0.209 -0.055 0.257
H 13.58425 -17.85448 -2.77437 0.003 0.201 0.867
H 16.22061 -18.55350 -1.23579 -0.398 -0.119 0.097
H 15.60639 -19.12198 0.33331 0.418 -0.143 -0.118
C 15.68932 -14.72807 -0.20293 0.148 -1.127 -0.347
C 14.92738 -14.76337 -1.51594 -0.576 -0.228 0.313
N 14.36854 -13.59929 -1.91914 0.141 0.209 0.312
O 14.71416 -15.83463 -2.07651 0.548 0.317 -0.501
H 16.59881 -14.13854 -0.12705 -0.299 0.609 -0.198
H 16.04136 -15.75581 -0.09879 -0.180 -0.031 0.347
H 14.95697 -14.51437 0.57694 0.228 0.145 0.185
H 13.62772 -13.59824 -2.61798 -0.079 -0.118 0.077
H 14.25892 -12.92599 -1.17680 0.103 0.258 -0.250
C 13.11718 -21.44716 3.16969 0.237 -0.370 -0.252
C 11.81375 -21.57712 2.41830 0.076 -0.246 0.365
N 11.32427 -20.51189 1.72434 0.343 -0.628 0.570
O 11.19694 -22.63073 2.45764 -0.164 -0.016 -0.050
H 13.08239 -22.12170 4.02315 -0.198 0.200 0.136
H 13.40285 -20.44079 3.46350 -0.091 0.088 -0.070
H 13.90426 -21.86926 2.53985 0.043 0.265 -0.154
H 10.49727 -20.78256 1.21746 0.050 0.570 -0.253
H 11.96517 -19.81596 1.37252 -0.112 -0.047 -0.238
```
Forces are in eV/Å.

Frontier orbital gap, eV: 8.740
Energy relative to the best compared isomer or geometry (same formula, charge and spin), kcal per mole: 0.00
Strongest force on any atom, eV/Å: 2.1

---

[2]
Density functional theory data (wB97M-V/def2-TZVPD) for C13H17KNP as an isolated structure in a non-equilibrium geometry.

Structure (XYZ):
```
33
Properties=species:S:1:pos:R:3:forces:R:3
C 5.41487 -0.76897 -0.09609 -1.270 0.139 0.384
C 4.00023 0.08893 -0.19566 -2.564 1.446 -0.512
C 2.89556 -0.45290 -1.29608 -1.377 4.053 3.012
C 1.45875 0.37410 -1.36770 3.121 0.111 1.911
C 1.12385 1.68954 -0.39763 2.937 -1.414 -0.854
C -0.40164 2.34588 -0.59301 2.310 2.192 -2.104
P -1.69808 0.96317 -0.16365 -1.877 -2.417 -2.157
C -2.75958 -0.58237 0.18889 -4.162 -4.533 0.769
C -4.25376 -0.83318 -0.52200 2.917 -4.175 4.025
C -4.89144 -2.29038 -0.04744 1.476 0.882 0.439
C -4.21365 -3.34799 0.98587 1.793 3.960 -1.304
N -2.88800 -3.04930 1.59896 -2.500 3.254 -3.682
C -2.25054 -1.76851 1.18110 -1.842 0.294 -1.085
C 2.24271 2.23435 0.66897 0.597 -3.943 -3.100
C 3.68686 1.40925 0.74113 -2.587 -1.049 -1.938
H 6.32580 -0.09237 0.19396 -1.855 -1.317 -0.605
H 5.24959 -1.60954 0.73495 0.512 1.863 -1.838
H 5.58700 -1.29374 -1.13080 -0.247 1.101 2.081
H 3.11067 -1.40962 -1.97389 -0.557 2.430 1.691
H 0.66824 -0.06010 -2.14296 1.746 1.369 1.994
H -0.57564 2.75307 -1.67929 0.494 -0.950 2.059
H -0.48044 3.23742 0.19315 0.284 -0.076 -4.605
H -1.99851 1.58170 1.12240 -3.023 -1.175 -0.999
H -0.59268 0.27816 0.51912 0.031 -0.360 -0.063
H -1.35578 0.36774 -1.44496 0.119 0.085 0.056
H -2.79464 1.71661 -0.71465 -0.138 -0.063 -0.398
H -4.75680 -0.08598 -1.26786 1.002 -1.726 1.643
H -5.95373 -2.58326 -0.49455 2.511 0.643 1.071
H -4.73827 -4.38077 1.27453 1.313 2.689 -0.747
H -1.17126 -1.57133 1.65848 -2.672 -0.661 -1.079
H 1.99118 3.17120 1.34637 0.910 -2.080 -1.579
H 4.47287 1.80474 1.53770 -1.733 -1.103 -2.009
K -0.45373 2.16445 1.58263 4.330 0.533 9.522
```
Forces are in eV/Å.

Frontier orbital gap, eV: 7.532
Strongest force on any atom, eV/Å: 10.5

---

[3]
Density functional theory data (wB97M-V/def2-TZVPD) for C5H6O2 as an isolated structure in a non-equilibrium geometry.

Structure (XYZ):
```
13
Properties=species:S:1:pos:R:3:forces:R:3
O 0.98208 2.01200 -0.07883 0.940 -0.759 -0.188
C 1.43826 0.88356 0.04756 0.821 0.827 -0.800
C 0.80832 -0.43977 -0.41000 0.270 0.351 -0.242
O 0.61492 -1.30361 0.72463 0.179 0.246 0.164
C -0.78920 -1.03577 0.60148 -0.010 0.370 0.124
C -1.11814 0.48401 0.47712 0.002 1.590 -0.935
C -0.69126 -0.36362 -0.70953 -0.106 -0.181 -0.306
H 2.44957 0.82077 0.43850 0.414 -0.327 0.281
H 1.50028 -0.89986 -1.12593 -0.169 0.157 -0.056
H -1.45718 -1.85171 0.91206 0.165 0.820 0.107
H -2.19067 0.60218 0.64147 0.131 0.098 -0.416
H -0.36951 1.58962 0.14744 -2.688 -3.017 2.175
H -1.17748 -0.49780 -1.66596 0.053 -0.175 0.091
```
Forces are in eV/Å.

Frontier orbital gap, eV: 9.028
Energy relative to the best compared isomer or geometry (same formula, charge and spin), kcal per mole: 121.58
Strongest force on any atom, eV/Å: 4.6

---

[4]
Density functional theory data (wB97M-V/def2-TZVPD) for C36H34AlN6O8 as an isolated structure in a non-equilibrium geometry.

Structure (XYZ):
```
85
Properties=species:S:1:pos:R:3:forces:R:3
Al -1.15963 -0.20790 -0.20963 -1.077 0.303 -0.616
C 0.40137 -4.67940 0.66883 0.460 -0.178 0.053
O -0.90501 -4.54098 0.09668 -0.259 -0.338 -0.144
C -1.18194 -3.26880 0.02570 0.567 0.670 0.250
N -0.29973 -2.41020 0.42364 0.525 -0.195 0.481
C 0.92217 -3.21458 0.79714 -0.751 0.124 -0.014
C 1.63713 -2.95792 2.10300 0.039 -0.094 -0.646
C 2.57995 -3.95605 2.50040 0.227 -0.140 0.294
C 3.30211 -3.80625 3.64931 0.095 -0.724 -0.341
C 3.16164 -2.64767 4.43090 -0.008 0.063 0.282
C 2.24619 -1.63527 4.04086 -0.180 0.106 -0.416
C 1.53581 -1.78902 2.88299 -0.094 0.454 0.258
C -2.49524 -2.85447 -0.48237 -0.313 -0.227 -0.157
C -3.44809 -3.73191 -0.98009 0.184 0.018 0.085
C -4.65500 -3.20757 -1.42283 -0.007 0.065 0.001
C -4.88781 -1.84124 -1.31580 -0.035 0.037 0.007
C -3.87735 -1.04939 -0.79825 -0.233 -0.192 0.003
N -2.70619 -1.54356 -0.40961 0.334 -0.204 -0.159
C -3.92796 0.39873 -0.56134 0.725 0.551 0.301
N -2.83130 1.01985 -0.24388 -0.081 -0.082 0.313
C -3.21533 2.46081 0.00062 -0.004 -0.052 0.074
C -4.74928 2.43278 -0.25664 0.174 0.574 -0.029
O -5.03722 1.05821 -0.60266 -0.406 -0.541 -0.223
C -2.88554 3.11468 1.33732 -0.010 0.396 -0.101
C -3.29481 4.44440 1.48113 -0.062 -0.227 -0.273
C -3.03077 5.15234 2.64003 -0.136 0.232 -0.094
C -2.35098 4.55783 3.68988 0.144 -0.247 0.101
C -1.93366 3.24128 3.56351 -0.101 0.422 0.147
C -2.20121 2.55306 2.39265 0.076 -0.407 -0.082
H 0.98817 -5.29284 -0.01000 0.038 0.038 -0.005
H 0.31339 -5.19141 1.62750 -0.151 0.036 -0.034
H 1.68321 -3.02871 0.02374 0.064 0.053 0.026
H 2.71701 -4.83789 1.88692 0.009 -0.025 0.051
H 3.97537 -4.59433 3.96125 0.092 0.096 0.011
H 3.75748 -2.51024 5.32543 0.019 -0.063 -0.003
H 2.15113 -0.74307 4.64447 -0.017 0.018 -0.025
H 0.90663 -0.99032 2.54911 -0.354 0.258 -0.097
H -3.23998 -4.79214 -1.02095 -0.011 0.002 -0.022
H -5.41090 -3.85880 -1.84060 -0.013 0.001 0.018
H -5.82464 -1.40050 -1.62841 0.000 0.020 0.012
H -2.73252 3.07488 -0.75802 0.052 -0.163 -0.135
H -5.05998 3.04755 -1.09801 0.018 -0.040 -0.019
H -5.33780 2.70589 0.61722 0.040 -0.181 0.017
H -3.82737 4.91985 0.66473 -0.008 0.147 0.044
H -3.35937 6.17970 2.72344 -0.013 -0.007 -0.013
H -2.14426 5.10608 4.59834 -0.041 0.045 -0.013
H -1.41412 2.76544 4.38529 0.012 -0.063 -0.077
H -1.85253 1.54834 2.31229 0.191 -0.605 -0.028
O -0.31687 -2.32294 -3.13110 0.017 -0.124 -0.053
C 0.21420 -1.48388 -2.45705 -0.121 -0.064 0.157
O -0.49890 -0.61356 -1.73350 0.464 0.352 -0.410
C 1.71465 -1.37780 -2.33815 -0.163 -0.013 0.191
C 2.30334 -0.88627 -1.17103 0.080 -0.228 -0.157
C 3.67797 -0.87133 -1.02712 0.023 -0.077 0.130
C 4.46012 -1.33946 -2.06960 -0.120 0.097 -0.004
C 3.90642 -1.79956 -3.24879 0.124 -0.059 -0.018
C 2.52303 -1.83684 -3.37134 -0.108 0.016 -0.051
N 5.93835 -1.34054 -1.89251 -0.289 0.030 -0.030
O 6.59722 -1.68485 -2.84123 0.074 0.054 0.190
O 6.34309 -0.99675 -0.79822 0.112 -0.083 -0.208
H 1.68441 -0.52948 -0.36319 -0.092 0.112 0.075
H 4.15325 -0.51770 -0.12244 0.054 0.016 -0.030
H 4.55130 -2.13844 -4.04770 0.008 -0.006 0.008
H 2.06696 -2.21807 -4.27530 -0.012 -0.014 0.009
O -0.08787 1.17258 0.17860 0.561 -0.090 0.235
C 0.54556 2.24007 -0.08002 -0.171 0.273 0.100
C 1.99505 2.40509 0.22939 0.215 0.042 -0.095
C 2.67382 2.78379 -1.12397 0.011 -0.207 -0.035
C 2.00259 2.19612 -2.39277 -0.087 0.244 -0.002
C 0.84947 3.01183 -3.01177 -0.015 -0.199 0.107
C -0.43524 2.95187 -2.17394 0.212 0.026 -0.322
N -0.00808 3.22684 -0.78263 -0.254 -0.027 0.150
H 2.38598 1.47088 0.62644 -0.035 -0.027 0.051
H 2.18766 3.18531 0.96861 -0.163 -0.002 0.058
H 3.70207 2.42642 -1.07593 0.018 0.061 0.024
H 2.73056 3.87029 -1.21591 0.057 0.002 0.021
H 1.64048 1.18658 -2.18572 0.061 0.027 -0.087
H 2.77379 2.10283 -3.15691 0.010 -0.074 0.013
H 0.63495 2.62222 -4.00820 -0.024 0.069 -0.022
H 1.16006 4.05258 -3.13654 -0.036 0.017 -0.014
H -0.88058 1.95839 -2.21443 -0.065 0.036 0.001
H -1.15371 3.70030 -2.50379 -0.085 -0.065 0.115
H 0.55391 4.07068 -0.76825 0.065 -0.034 0.073
O -2.14997 -1.24483 2.47537 0.025 0.311 -0.152
N -1.44029 -0.63166 1.83544 -0.071 -0.121 0.915
```
Forces are in eV/Å.

Frontier orbital gap (spin up / spin down), eV: 6.727 / 3.446
Energy relative to the best compared isomer or geometry (same formula, charge and spin), kcal per mole: 33.81
Strongest force on any atom, eV/Å: 1.3
Charge: +3